{"formula": "C5H8N2", "method": "ωB97M-V with the def2-TZVPD basis set", "homo_lumo_gap_ev": 9.2, "de_lowest_kj_mol": 398.9, "smiles": "C1=NNC[C@H]2C[C@H]12", "charge": 0, "species": ["C", "N", "N", "C", "C", "C", "C", "H", "H", "H", "H", "H", "H", "H", "H"], "xyz": [[0.67619, -1.59439, 0.04240], [1.77425, -0.92108, 0.15998], [1.62535, 0.47548, -0.20151], [0.37483, 1.36422, -0.04077], [-0.65494, 0.43690, 0.47521], [-1.85253, -0.33988, -0.08392], [-0.45495, -0.85053, -0.45374], [0.69228, -2.61451, 0.39539], [2.53016, 0.92881, -0.05478], [0.07273, 1.75846, -0.95086], [0.62651, 2.24162, 0.58350], [-0.57770, 0.24682, 1.59302], [-2.38139, 0.22342, -0.80284], [-2.30499, -0.86593, 0.79351], [-0.14579, -0.48942, -1.45458]], "lowdin_charge": [-0.1879, 0.0272, -0.0658, -0.1703, -0.2355, -0.0390, -0.2188, 0.0990, 0.1002, 0.0803, 0.1147, 0.1494, 0.0852, 0.1195, 0.1418]}

{"formula": "C24H21GaN4S3SbTe", "method": "ωB97M-V with the def2-TZVPD basis set", "homo_lumo_gap_ev": 6.9, "charge": 1, "species": ["Ga", "N", "C", "N", "C", "C", "S", "C", "C", "S", "C", "N", "N", "H", "H", "H", "H", "H", "H", "S", "Sb", "C", "C", "C", "C", "C", "C", "C", "C", "C", "C", "C", "C", "C", "C", "C", "C", "C", "C", "H", "H", "H", "H", "H", "H", "H", "H", "H", "H", "H", "H", "H", "H", "H", "Te"], "xyz": [[0.62753, -0.01259, 0.22164], [-2.20595, -2.16779, 0.05403], [-1.19644, -2.38942, -0.81159], [-0.10188, -1.66381, -0.87298], [0.77314, -2.14164, -1.85507], [0.35408, -3.23062, -2.51045], [-1.19472, -3.70918, -1.91922], [1.97947, -1.33324, -2.04558], [3.06576, -1.55748, -2.79258], [4.19894, -0.26932, -2.57828], [3.13191, 0.51236, -1.47553], [1.99615, -0.14172, -1.32133], [3.42209, 1.66548, -0.84621], [-2.26180, -1.25831, 0.48239], [-3.07230, -2.66050, -0.06761], [0.85296, -3.77749, -3.30117], [3.29426, -2.40462, -3.42773], [4.34843, 2.04290, -0.93091], [2.95259, 1.81776, 0.03958], [-1.16199, 1.26202, -0.61969], [-2.02862, 2.35006, 1.25919], [-3.08492, 1.01496, 2.47774], [-2.46560, -0.12147, 3.00161], [-3.23311, -1.04559, 3.70242], [-4.60115, -0.84174, 3.86248], [-5.20877, 0.29695, 3.34341], [-4.45307, 1.23531, 2.65158], [-0.58895, 3.48160, 2.24330], [-0.38270, 3.35459, 3.61223], [0.61799, 4.10868, 4.20889], [1.38979, 4.97450, 3.44325], [1.17434, 5.09554, 2.07361], [0.18142, 4.34164, 1.45952], [-3.42970, 3.65754, 0.43949], [-3.35928, 5.01956, 0.73478], [-4.28150, 5.88604, 0.15601], [-5.25739, 5.39202, -0.70036], [-5.32480, 4.03164, -0.98730], [-4.40900, 3.15543, -0.42031], [-1.40161, -0.28484, 2.88710], [-2.75595, -1.92225, 4.12610], [-5.20012, -1.57579, 4.39433], [-6.27327, 0.45726, 3.47842], [-4.92996, 2.12622, 2.25700], [-0.97580, 2.66894, 4.20671], [0.80178, 4.00917, 5.27309], [2.17040, 5.55982, 3.91870], [1.77685, 5.77614, 1.48344], [0.02424, 4.41761, 0.38952], [-2.59834, 5.40500, 1.40369], [-4.23486, 6.94648, 0.37491], [-5.97282, 6.07260, -1.15023], [-6.08902, 3.65383, -1.65587], [-4.45395, 2.09828, -0.65577], [1.86151, 0.28204, 2.26160]], "lowdin_charge": [-0.3528, 0.1414, -0.6592, -0.0223, -0.3042, -0.3127, 1.1142, -0.3118, -0.3110, 1.1126, -0.6655, -0.0234, 0.1271, 0.0553, 0.1112, 0.0942, 0.0927, 0.1088, 0.0109, 0.2046, 1.3684, -0.3532, -0.1351, -0.0640, -0.0606, -0.0651, -0.1126, -0.3963, -0.1274, -0.0645, -0.0576, -0.0662, -0.1315, -0.3749, -0.1050, -0.0640, -0.0613, -0.0659, -0.1309, 0.0566, 0.1157, 0.1139, 0.1138, 0.0974, 0.1057, 0.1153, 0.1134, 0.1111, 0.1058, 0.0984, 0.1130, 0.1134, 0.1121, 0.1013, 0.2707]}

{"formula": "C6H10N2O", "method": "ωB97M-V with the def2-TZVPD basis set", "homo_lumo_gap_ev": 7.6, "de_lowest_kj_mol": 1009.0, "charge": 0, "species": ["C", "C", "C", "C", "C", "C", "H", "H", "H", "H", "H", "H", "H", "H", "H", "H", "N", "N", "O"], "xyz": [[-2.37355, 0.08488, -0.93749], [-1.38077, -0.25782, 1.20757], [0.28761, -0.19556, -0.30472], [2.62286, -1.02855, -0.27795], [2.78863, 0.34795, 0.00551], [1.29070, 0.87144, -0.09994], [-3.13460, -1.00020, -0.86322], [-3.22146, 1.11925, -0.12731], [-1.84091, 0.92250, -2.15807], [-1.33600, 1.04258, 1.12594], [-2.35021, -0.73280, 1.22565], [-0.74522, -0.97220, 1.91910], [1.05689, -2.19083, -0.13166], [3.57129, -1.80096, 0.10605], [3.59941, 1.04687, 0.03537], [0.00820, 2.37638, -0.24350], [-1.03820, -0.60494, -0.19274], [1.24684, -1.24626, -0.30745], [0.94847, 2.21827, 0.01886]], "lowdin_charge": [-0.1322, -0.1613, -0.2837, -0.1571, -0.0136, -0.1969, 0.1205, 0.1579, 0.1791, 0.1469, 0.0319, 0.1283, 0.1095, 0.1779, 0.0706, 0.0995, -0.2356, -0.0102, -0.0315]}

{"formula": "C36H48GeIrNS3", "method": "ωB97M-V with the def2-TZVPD basis set", "homo_lumo_gap_ev": [5.5, 1.8], "de_lowest_kj_mol": 140.3, "charge": 2, "multiplicity": 5, "s2": 6.041, "species": ["Ir", "C", "C", "S", "C", "C", "S", "C", "C", "S", "H", "H", "H", "H", "H", "H", "H", "H", "H", "H", "H", "H", "C", "N", "C", "C", "C", "C", "C", "C", "C", "C", "H", "H", "H", "H", "H", "H", "H", "H", "H", "H", "H", "H", "C", "C", "C", "C", "H", "H", "H", "H", "H", "H", "H", "H", "H", "C", "Ge", "C", "C", "C", "C", "C", "C", "C", "C", "C", "C", "C", "C", "C", "C", "C", "C", "H", "H", "H", "H", "H", "H", "H", "H", "H", "H", "H", "H", "H", "H", "H"], "xyz": [[11.55805, 10.07684, 15.43598], [11.48410, 11.13572, 18.79522], [10.60616, 9.91854, 18.83588], [10.26655, 9.18426, 17.20861], [10.74986, 7.42392, 17.40264], [12.18709, 7.18454, 17.07498], [13.27523, 8.60091, 16.59080], [13.87581, 8.94511, 18.28238], [14.13479, 10.41906, 18.55247], [12.96092, 11.01356, 19.82283], [10.90546, 12.05381, 18.96127], [11.83753, 11.16053, 17.75657], [9.60063, 10.08706, 19.19675], [10.98677, 9.08784, 19.44919], [9.98089, 6.87563, 16.79961], [10.51007, 7.09493, 18.45698], [12.19346, 6.72402, 16.08337], [12.76822, 6.48599, 17.69901], [14.78789, 8.34698, 18.38460], [13.16967, 8.52577, 18.97857], [14.04751, 11.00050, 17.65169], [15.10940, 10.60474, 18.97426], [11.24410, 9.97796, 12.36910], [10.96558, 9.16295, 13.55187], [11.65970, 7.80487, 13.33345], [9.49859, 8.98692, 13.74949], [8.99360, 10.26999, 14.30163], [7.66319, 10.69042, 14.34586], [7.28237, 11.82232, 15.08990], [8.29084, 12.67886, 15.58182], [9.61142, 12.20506, 15.63134], [9.97274, 11.03672, 15.03380], [10.71266, 9.63211, 11.44348], [12.31788, 9.99103, 12.12203], [10.93034, 11.03047, 12.47732], [11.08312, 7.29615, 12.57274], [11.56247, 7.16523, 14.21070], [12.73110, 7.98326, 13.05684], [9.43008, 8.11440, 14.42978], [9.02795, 8.61280, 12.87216], [6.89247, 10.04543, 13.94472], [6.21193, 12.03465, 15.10824], [8.02446, 13.65845, 15.92200], [10.43680, 12.85583, 16.04594], [12.25338, 13.69920, 13.75294], [12.93414, 12.94634, 14.89726], [14.34070, 13.61127, 15.19953], [13.12894, 11.40057, 14.68565], [12.53404, 14.75877, 13.81504], [11.16910, 13.66524, 13.87219], [12.53603, 13.27186, 12.78035], [12.48417, 13.15857, 15.88397], [15.04250, 13.53869, 14.30906], [14.91494, 13.02739, 16.05280], [14.23663, 14.65338, 15.59148], [14.02892, 10.98864, 15.12648], [13.18592, 11.16753, 13.58876], [16.97332, 4.69357, 13.20054], [15.20412, 4.03015, 13.54258], [14.71039, 2.96552, 11.95103], [14.42508, 1.59257, 11.99727], [14.32258, 0.86853, 10.82896], [14.33656, 1.53447, 9.60540], [14.60373, 2.92852, 9.59503], [14.73669, 3.67831, 10.74019], [15.30984, 2.75202, 15.08717], [14.28244, 2.80935, 16.02328], [14.42204, 2.23695, 17.29322], [15.52879, 1.51751, 17.60863], [16.58366, 1.32999, 16.66582], [17.65043, 0.45418, 16.93335], [18.59688, 0.12279, 15.92366], [18.34096, 0.59389, 14.61005], [17.32338, 1.46890, 14.33637], [16.36356, 1.84084, 15.34850], [16.90607, 5.84434, 13.18676], [17.43556, 4.43723, 12.16167], [17.60644, 4.37469, 14.08166], [14.42666, 1.08456, 12.97220], [14.19480, -0.24113, 10.81098], [14.29451, 1.02528, 8.65601], [14.83669, 3.37763, 8.62142], [15.04884, 4.72666, 10.63838], [13.26316, 3.20922, 15.78724], [13.61168, 2.34571, 18.02813], [15.70231, 1.14817, 18.61639], [17.67998, 0.04939, 17.97452], [19.50994, -0.48346, 16.14408], [18.90902, 0.29023, 13.71949], [17.24283, 1.86405, 13.32900]], "mulliken_spin": [1.5791, 0.0136, 0.0080, 0.1285, 0.0185, -0.0554, 0.0499, -0.0016, 0.0111, 0.0092, 0.0006, 0.0376, 0.0012, 0.0002, 0.0005, 0.0043, 0.0524, -0.0067, 0.0037, -0.0019, 0.0092, -0.0003, 0.0099, 0.1439, 0.0435, 0.0207, 0.1244, -0.0179, 0.2074, 0.0085, 0.0165, 0.1666, 0.0039, 0.0023, -0.0027, 0.0022, -0.0079, 0.0043, 0.0167, 0.0056, 0.0016, -0.0016, 0.0034, -0.0115, 0.0217, -0.0404, 0.0393, 0.3895, 0.0021, -0.0022, -0.0022, 0.0078, -0.0051, 0.0010, -0.0001, -0.0179, 0.0334, 0.0584, 0.7256, 0.0395, 0.0177, -0.0125, 0.0372, -0.0040, 0.0179, 0.0024, 0.0174, 0.0206, 0.0071, 0.0076, 0.0016, 0.0005, -0.0008, 0.0040, 0.0159, 0.0066, 0.0161, -0.0026, 0.0034, -0.0014, 0.0021, -0.0003, -0.0047, -0.0014, 0.0012, -0.0001, 0.0002, 0.0000, 0.0000, -0.0034]}